--- A ---
Computed, not measured: 2 unconnected molecules or ions with the total composition C3H6N4O3, with ωB97M-V/def2-TZVPD.

Computed properties:
* structure (SMILES): Nc1noc(N)n1.O=CO
* Kohn-Sham gap: 0.3517 Ha

```
! RIJCOSX wB97M-V def2-TZVPD def2/J DEFGRID3
* xyz 0 1
C 4.553 -2.209 7.710
H 2.805 -3.177 4.191
N 4.447 -3.693 6.098
C 5.140 -2.047 2.694
H 4.730 -2.426 9.728
O 6.279 -2.234 2.337
N 3.224 -2.227 4.640
N 4.292 -1.518 6.622
C 3.998 -2.517 5.741
N 4.373 -1.852 8.978
H 3.986 -0.940 9.176
O 4.822 -3.482 7.437
O 4.059 -3.005 2.348
H 4.757 -1.030 2.912
H 3.234 -2.591 2.699
H 2.751 -1.329 4.639
*
```

=====

--- B ---
Computed, not measured: 2 unconnected molecules or ions with the total composition C3H6N4O3, with ωB97M-V/def2-TZVPD.

Computed properties:
* Kohn-Sham gap: 0.3082 Ha

```
! RIJCOSX wB97M-V def2-TZVPD def2/J DEFGRID3
* xyz 0 1
O 0.631 1.356 -0.085
C 1.363 0.221 -0.217
H -0.910 0.595 1.006
O 4.788 0.516 -0.407
H -1.497 2.105 0.137
C -0.742 1.179 0.040
N 3.730 0.096 -0.054
H -0.569 -1.228 -2.161
H -1.809 0.766 -1.618
C -0.279 -0.566 -1.440
N 0.822 -0.816 -0.902
N 2.648 0.491 -0.459
N -1.126 0.373 -1.114
H 1.393 -0.589 1.520
H 2.855 -1.105 1.195
O 3.786 -0.947 0.886
*
```

=====

Verdict on stability: A comes out on top.

=====

--- A ---
Computed, not measured: 2 unconnected molecules or ions with the total composition H5PSi, with ωB97M-V/def2-TZVPD.

Computed properties:
* Kohn-Sham gap (spin up / spin down): 0.2430 / 0.2741 Ha

```
! RIJCOSX wB97M-V def2-TZVPD def2/J DEFGRID3
* xyz 0 1
H 1.050 -2.051 0.142
H 2.268 0.084 0.395
H -0.108 -0.473 1.713
P -1.393 0.663 -1.507
H -1.933 0.551 -0.227
Si 0.971 -0.690 0.655
H -0.856 1.917 -1.172
*
```

=====

--- B ---
Computed, not measured: 2 unconnected molecules or ions with the total composition H5PSi, with ωB97M-V/def2-TZVPD.

Computed properties:
* Kohn-Sham gap (spin up / spin down): 0.3183 / 0.3019 Ha

```
! RIJCOSX wB97M-V def2-TZVPD def2/J DEFGRID3
* xyz 0 1
H -0.049 1.891 0.034
P -0.819 -0.730 1.193
H -0.303 -1.941 0.714
H -1.938 -0.469 -1.014
H 0.672 0.084 -1.416
H 1.895 0.606 0.531
Si 0.541 0.559 -0.043
*
```

=====

Verdict on stability: A comes out on top.

=====

--- A ---
Computed, not measured: 2 unconnected molecules or ions with the total composition H2N3O2, with ωB97M-V/def2-TZVPD.

Computed properties:
* Kohn-Sham gap (spin up / spin down): 0.2431 / 0.2429 Ha

```
! RIJCOSX wB97M-V def2-TZVPD def2/J DEFGRID3
* xyz -1 1
H 0.890 0.074 -0.781
N -1.086 0.142 -0.393
H -1.557 -0.444 1.302
O 2.427 -0.315 0.391
N -1.218 -0.777 0.445
N 1.951 -0.093 -0.754
O -1.407 1.413 -0.208
*
```

=====

--- B ---
Computed, not measured: 4 unconnected molecules or ions with the total composition H2N3O2, with ωB97M-V/def2-TZVPD.

Computed properties:
* Kohn-Sham gap: 0.3100 Ha

```
! RIJCOSX wB97M-V def2-TZVPD def2/J DEFGRID3
* xyz -1 1
H 1.272 1.640 -0.841
N 0.388 -0.816 -1.477
H 1.244 1.598 -1.705
N 0.478 -1.634 -0.772
O -0.423 0.488 1.212
N -1.223 -0.478 1.212
O -1.736 -0.798 2.370
*
```

=====

Verdict on stability: B comes out on top.